Model w:
The following is a quantum chemistry calculation of a molecular structure, CH6N2S, from the OMol25 dataset.

The charge is 0. The calculation puts the molar mass at 78.140 g/mol.

CARTESIAN COORDINATES (ANGSTROEM)
C (-0.960, -0.855, -0.273)
N (-0.233, 0.143, -1.021)
N (1.197, 0.116, 0.151)
S (1.566, 1.613, 0.852)
H (-0.302, -1.640, 0.039)
H (-1.482, -0.434, 0.677)
H (-1.807, -1.325, -0.913)
H (-0.530, 1.063, -0.718)
H (2.001, -0.043, -0.522)
H (0.549, 1.363, 1.728)

Atom charges from the Löwdin analysis, given in e for atoms 1 to 5: C -0.2475; N -0.0629; N -0.4921; S 0.6486; H 0.0419

=====

Model x:
The following is a quantum chemistry calculation of 2 unconnected molecules or ions with the total composition CH6N2S, from the OMol25 dataset.

The charge is 0. The calculation puts the molar mass at 78.140 g/mol.

CARTESIAN COORDINATES (ANGSTROEM)
H (1.345, 1.128, 0.582)
N (0.651, 0.454, 0.272)
C (1.248, -0.698, 0.231)
N (2.535, -1.022, 0.603)
H (0.643, -1.533, -0.090)
H (3.264, -0.350, 0.400)
H (2.809, -1.993, 0.510)
S (-2.167, 0.600, -0.597)
H (-2.541, 0.502, 0.674)
H (-0.643, 0.806, -0.038)

Atom charges from the Löwdin analysis, given in e for atoms 1 to 5: H 0.0848; N 0.0256; C -0.2714; N 0.0942; H 0.1240

=====

Preferred: model x; penalty for the next structure: 216.5 kJ/mol.

=====

Model w:
The following is a quantum chemistry calculation of C21H28N4O4 in the gas phase, from the OMol25 dataset.

The charge is 0. The calculation puts the molar mass at 400.479 g/mol.

CARTESIAN COORDINATES (ANGSTROEM)
C (-7.516, -3.536, 0.859)
C (-7.021, -2.707, -0.040)
C (-5.579, -2.673, -0.451)
N (-5.043, -1.332, -0.362)
C (-4.045, -1.015, 0.467)
O (-3.430, -1.771, 1.183)
N (-3.687, 0.362, 0.461)
C (-4.196, 1.373, -0.284)
O (-5.162, 1.281, -1.011)
C (-3.465, 2.703, -0.106)
O (-2.135, 2.563, 0.350)
C (-1.279, 1.970, -0.521)
O (-1.629, 1.559, -1.601)
C (0.081, 1.887, 0.022)
C (0.301, 2.492, 1.271)
N (0.448, 2.994, 2.294)
C (1.023, 1.224, -0.712)
C (2.385, 1.013, -0.409)
C (3.142, 1.495, 0.700)
C (4.412, 1.027, 0.568)
C (5.582, 1.271, 1.454)
N (4.478, 0.261, -0.581)
C (5.657, -0.421, -1.051)
C (5.609, -1.949, -0.915)
C (5.664, -2.480, 0.523)
C (4.308, -2.396, 1.221)
C (6.141, -3.932, 0.511)
C (3.269, 0.252, -1.187)
C (2.987, -0.465, -2.456)
H (-8.560, -3.536, 1.121)
H (-6.894, -4.254, 1.367)
H (-7.656, -1.986, -0.540)
H (-5.486, -3.021, -1.488)
H (-4.974, -3.312, 0.196)
H (-5.480, -0.585, -0.893)
H (-2.906, 0.567, 1.073)
H (-3.981, 3.300, 0.650)
H (-3.493, 3.226, -1.068)
H (0.654, 0.805, -1.641)
H (2.775, 2.119, 1.489)
H (5.264, 1.894, 2.285)
H (5.982, 0.341, 1.856)
H (6.380, 1.792, 0.922)
H (6.514, -0.038, -0.496)
H (5.806, -0.170, -2.108)
H (6.473, -2.335, -1.461)
H (4.713, -2.335, -1.401)
H (6.394, -1.889, 1.089)
H (3.568, -2.978, 0.676)
H (3.951, -1.374, 1.298)
H (4.381, -2.802, 2.228)
H (5.459, -4.549, -0.070)
H (6.180, -4.327, 1.523)
H (7.135, -4.013, 0.075)
H (2.633, -1.479, -2.260)
H (2.209, 0.053, -3.012)
H (3.873, -0.528, -3.083)

Atom charges from the Löwdin analysis, given in e for atoms 1 to 5: C 0.0088; C -0.1654; C -0.1777; N 0.0898; C -0.5149

=====

Model x:
The following is a quantum chemistry calculation of C21H28N4O4 in the gas phase, from the OMol25 dataset.

The charge is 0. The calculation puts the molar mass at 400.479 g/mol.

CARTESIAN COORDINATES (ANGSTROEM)
C (7.072, 4.275, -0.589)
O (7.434, 3.504, 0.528)
C (7.316, 2.113, 0.346)
C (5.866, 1.613, 0.384)
C (5.837, 0.093, 0.337)
O (6.853, -0.567, 0.217)
N (4.622, -0.493, 0.460)
C (3.335, 0.159, 0.462)
C (2.604, -0.115, -0.856)
C (2.444, -1.629, -1.055)
O (1.626, -2.196, -0.045)
C (0.278, -2.042, -0.079)
C (-0.448, -1.426, -1.095)
C (-1.826, -1.336, -1.011)
C (-2.511, -1.855, 0.080)
C (-3.990, -1.796, 0.228)
O (-4.609, -2.574, 0.933)
N (-4.611, -0.831, -0.495)
C (-6.020, -0.568, -0.335)
C (-6.240, 0.900, -0.212)
N (-5.366, 1.813, -0.543)
C (-5.961, 3.013, -0.297)
C (-7.223, 2.829, 0.189)
C (-8.284, 3.777, 0.611)
N (-7.391, 1.465, 0.239)
C (-1.781, -2.493, 1.083)
C (-0.411, -2.581, 1.011)
C (3.811, -2.313, -0.956)
C (4.509, -1.934, 0.350)
H (7.356, 5.301, -0.359)
H (7.604, 3.944, -1.489)
H (5.993, 4.241, -0.784)
H (7.872, 1.660, 1.169)
H (7.786, 1.804, -0.598)
H (5.400, 1.968, 1.305)
H (5.311, 2.009, -0.469)
H (3.438, 1.231, 0.621)
H (2.742, -0.257, 1.285)
H (1.626, 0.368, -0.832)
H (3.176, 0.291, -1.691)
H (2.012, -1.837, -2.045)
H (0.044, -1.017, -1.964)
H (-2.361, -0.873, -1.827)
H (-4.091, -0.060, -0.886)
H (-6.367, -1.104, 0.557)
H (-6.576, -0.959, -1.201)
H (-5.441, 3.930, -0.487)
H (-9.184, 3.643, 0.010)
H (-8.547, 3.623, 1.657)
H (-7.932, 4.797, 0.487)
H (-8.214, 0.983, 0.561)
H (-2.319, -2.916, 1.918)
H (0.159, -3.070, 1.785)
H (3.677, -3.394, -0.996)
H (4.424, -2.003, -1.803)
H (5.517, -2.350, 0.381)
H (3.928, -2.309, 1.197)

Atom charges from the Löwdin analysis, given in e for atoms 1 to 5: C -0.1187; O -0.1857; C -0.2265; C -0.0788; C -0.4462

=====

Preferred: model x; penalty for the next structure: 14.2 kJ/mol.

=====

Model w:
The following is a quantum chemistry calculation of 11 unconnected molecules or ions with the total composition H21O11, from the OMol25 dataset.

The charge is -1. The calculation puts the molar mass at 197.157 g/mol.

CARTESIAN COORDINATES (ANGSTROEM)
O (-2.487, -2.634, 3.065)
H (-3.262, -2.379, 2.644)
H (-2.379, -3.424, 2.477)
O (1.388, 0.372, -1.400)
H (0.546, 0.733, -1.006)
H (1.419, 0.475, -2.373)
O (-2.156, 0.967, 0.724)
H (-4.537, -0.044, 0.165)
H (2.427, 2.784, 2.602)
O (4.529, -1.147, -1.239)
H (3.665, -0.660, -1.248)
H (4.416, -1.990, -0.696)
O (-0.798, 2.282, -2.872)
H (-1.170, 2.606, -1.936)
H (-0.830, 1.322, -2.777)
O (2.480, 2.005, 3.207)
H (2.218, 1.213, 2.822)
H (-2.786, 3.070, -0.819)
O (-1.837, 3.107, -0.539)
H (-1.895, 2.180, 0.079)
O (-3.823, -0.825, 0.061)
H (-2.705, 1.151, 1.372)
H (-3.251, 0.050, 0.133)
O (-0.626, -1.022, -0.267)
H (-0.020, -1.263, 0.392)
H (-1.398, -0.626, -0.048)
O (3.437, -1.033, 2.759)
H (3.686, -0.573, 1.916)
H (2.476, -1.141, 2.693)
O (0.229, -2.016, -3.538)
H (1.148, -1.753, -3.139)
H (-0.464, -2.179, -2.938)

Atom charges from the Löwdin analysis, given in e for atoms 1 to 5: O -0.0518; H -0.0238; H 0.0605; O -0.1079; H 0.0490

=====

Model x:
The following is a quantum chemistry calculation of 11 unconnected molecules or ions with the total composition H21O11, from the OMol25 dataset.

The charge is -1. The calculation puts the molar mass at 197.157 g/mol.

CARTESIAN COORDINATES (ANGSTROEM)
O (-1.110, -0.106, -2.506)
H (-0.155, -0.240, -2.453)
H (-1.541, -0.196, -1.607)
O (-1.925, 3.851, 1.132)
H (-1.656, 2.944, 1.446)
H (-1.180, 4.091, 0.551)
O (-2.675, 0.866, 2.837)
H (2.882, -2.305, -2.411)
H (-0.659, -3.055, 1.090)
O (-0.820, 0.390, 1.214)
H (-0.840, -0.356, 1.911)
H (1.549, -0.948, 0.595)
O (1.637, 3.156, 1.809)
H (2.480, 1.677, -2.921)
H (-2.012, -0.523, 0.533)
O (-1.243, -3.252, 1.795)
H (-2.100, -3.074, 1.446)
H (-3.207, -0.063, -0.175)
O (-2.524, -0.724, -0.328)
H (-1.679, 0.745, 2.531)
O (3.055, -2.628, -3.270)
H (-2.707, 0.569, 3.741)
H (2.675, -1.991, -3.899)
O (1.362, -2.545, -1.152)
H (1.119, -1.623, -1.124)
H (1.246, -2.869, -2.049)
O (2.528, 1.067, -2.141)
H (2.471, 2.642, 1.985)
H (1.640, 1.098, -1.593)
O (1.690, -0.015, 0.687)
H (1.285, 2.489, 1.237)
H (0.805, 0.354, 0.813)

Atom charges from the Löwdin analysis, given in e for atoms 1 to 5: O -0.1089; H -0.0156; H -0.0046; O -0.0973; H 0.0288

=====

Preferred: model x; penalty for the next structure: 144.0 kJ/mol.